No. 1
C3H7O3 | ωB97M-V/def2-TZVPD

Calculated values
* strongest force on any atom: 1.9 eV/A
* lowest unoccupied orbital energy: 4.103 eV
* HOMO: -4.492 eV
* frontier orbital gap: 8.6 eV
* molecular weight: 91.09 g mol⁻¹
* net charge: -1

Last column: Mulliken charge in e.
Element x y z (Å)
O -0.443 -1.863 0.362  -0.803
C -0.902 -0.865 -0.287  0.405
O -2.086 -0.654 -0.518  -0.693
C 0.131 0.083 -0.880  -0.249
C -0.194 1.560 -0.598  -1.046
H 1.177 -0.207 -0.794  0.353
H -0.008 -0.106 -1.959  0.208
H -0.834 1.682 0.270  0.331
H 0.695 2.172 -0.405  0.303
H -0.604 2.017 -1.499  0.243
H 0.607 -1.547 1.434  0.435
H 1.295 -0.675 2.581  0.258
O 1.166 -1.595 2.294  -0.745

No. 2
C3H7O3 | ωB97M-V/def2-TZVPD

Calculated values
* strongest force on any atom: 7.4 eV/A
* lowest unoccupied orbital energy: 3.923 eV
* HOMO: -4.286 eV
* frontier orbital gap: 8.2 eV
* molecular weight: 91.09 g mol⁻¹
* net charge: -1

Last column: Mulliken charge in e.
Element x y z (Å)
O 2.189 1.717 -1.046  -0.669
C 1.555 1.659 0.067  0.095
O 0.300 1.652 0.115  -0.691
H 2.132 1.711 1.085  0.248
H -1.037 0.415 -0.156  0.446
C -0.852 -1.581 -0.203  -0.248
O -1.593 -0.419 -0.183  -0.583
C -1.221 -2.456 1.006  -0.947
H 0.073 -1.390 -0.368  0.408
H -1.259 -2.168 -1.084  0.133
H -2.036 -1.906 1.446  0.292
H -0.430 -2.458 1.825  0.217
H -1.510 -3.533 0.947  0.298

No. 3
C3H7O3 | ωB97M-V/def2-TZVPD

Calculated values
* strongest force on any atom: 2.2 eV/A
* lowest unoccupied orbital energy: 3.676 eV
* HOMO: -4.006 eV
* frontier orbital gap: 7.7 eV
* molecular weight: 91.09 g mol⁻¹
* net charge: -1

Last column: Mulliken charge in e.
Element x y z (Å)
C -2.170 0.898 0.729  -0.826
C -1.150 1.570 -0.255  0.438
O -1.490 2.714 -0.622  -0.733
O -0.050 0.986 -0.402  -0.634
H -3.163 1.156 0.350  0.268
H -2.069 1.471 1.608  0.213
H -2.077 -0.179 0.828  0.257
C 2.006 -1.151 -0.648  -0.307
O 1.997 -2.490 -0.098  -0.558
H 2.083 -2.444 0.859  0.287
H 1.605 -1.246 -1.649  0.156
H 3.039 -0.797 -0.691  0.220
H 1.439 -0.485 -0.010  0.219

Question: Among the records above, which one has the lowest HOMO?
Answer: number 1